{
  "formula": "C55H44AgN7P",
  "method": "the ωB97M-V functional and the def2-TZVPD basis",
  "symbols": ["Ag", "C", "N", "C", "N", "C", "C", "C", "C", "C", "C", "C", "C", "C", "C", "C", "C", "C", "C", "P", "C", "N", "C", "C", "N", "C", "C", "C", "C", "C", "C", "C", "C", "C", "C", "C", "C", "C", "C", "N", "C", "C", "N", "C", "C", "C", "C", "C", "C", "C", "C", "C", "C", "C", "C", "C", "H", "H", "H", "H", "H", "H", "H", "H", "H", "H", "H", "H", "H", "H", "H", "H", "H", "H", "H", "H", "H", "H", "H", "H", "H", "H", "H", "H", "H", "H", "H", "H", "H", "H", "H", "H", "H", "H", "H", "N", "C", "C", "C", "C", "C", "C", "C", "H", "H", "H", "H", "H"],
  "coordinates": [[-0.037247, -0.744291, -0.980494], [1.642553, 4.477009, 0.835206], [0.926753, 3.499409, 0.065806], [1.139153, 2.153709, 0.073706], [0.387653, 1.561709, -0.829494], [-0.344547, 2.525009, -1.436594], [-0.021747, 3.752909, -0.884894], [-0.613647, 5.050709, -1.183394], [-1.161047, 5.826609, -0.164394], [-1.833547, 6.997609, -0.462694], [-1.958447, 7.408109, -1.780494], [-1.411547, 6.643809, -2.800594], [-0.746347, 5.468509, -2.505994], [-1.384447, 2.182609, -2.402694], [-2.658147, 2.733909, -2.272194], [-3.683447, 2.320909, -3.102194], [-3.441447, 1.385609, -4.095094], [-2.176147, 0.840609, -4.235994], [-1.155647, 1.216609, -3.380294], [2.273053, 1.322309, 1.245706], [1.079453, 0.168909, 2.027906], [0.401053, -0.784891, 1.426906], [-0.338347, -1.419291, 2.376006], [-0.085047, -0.819891, 3.605206], [0.815153, 0.179209, 3.364206], [1.342553, 1.101209, 4.333906], [-0.708847, -1.035491, 4.915406], [-0.036247, -1.604891, 5.992006], [-0.704647, -1.827591, 7.185206], [-2.037947, -1.474891, 7.316306], [-2.708347, -0.891791, 6.252306], [-2.046947, -0.673791, 5.059606], [-1.269847, -2.492691, 2.041606], [-1.888847, -3.251391, 3.034106], [-2.900747, -4.137491, 2.720106], [-3.298247, -4.308691, 1.403606], [-2.617547, -3.644591, 0.394006], [-1.613247, -2.752991, 0.714806], [3.001653, 0.118309, 0.091606], [2.331853, -0.652891, -0.735994], [3.235653, -1.425891, -1.385994], [4.507753, -1.098791, -0.943794], [4.337953, -0.121291, -0.003394], [5.375553, 0.492509, 0.778506], [5.805653, -1.656091, -1.324694], [6.788453, -0.866791, -1.916494], [7.984553, -1.431491, -2.324294], [8.218353, -2.783791, -2.133094], [7.247453, -3.572291, -1.536194], [6.046653, -3.014791, -1.139294], [2.776053, -2.373691, -2.391494], [3.537553, -2.691991, -3.513094], [3.035353, -3.556591, -4.468194], [1.782053, -4.125691, -4.311894], [1.024153, -3.826191, -3.191694], [1.512653, -2.948491, -2.242594], [2.670653, 4.144609, 0.973506], [1.184153, 4.622809, 1.813906], [1.643953, 5.424409, 0.300606], [-1.092847, 5.486309, 0.858306], [-2.270247, 7.583309, 0.334506], [-2.495047, 8.316009, -2.013394], [-1.509947, 6.962609, -3.828794], [-0.330347, 4.863809, -3.297194], [-2.851347, 3.456209, -1.492494], [-4.680147, 2.712809, -2.958394], [-4.240047, 1.079009, -4.755194], [-1.985247, 0.108809, -5.006294], [-0.165547, 0.788909, -3.498294], [0.627453, 1.235109, 5.143606], [1.523853, 2.064109, 3.856906], [2.280553, 0.735809, 4.755006], [0.998453, -1.898391, 5.894406], [-0.184147, -2.284491, 8.014806], [-2.559747, -1.666291, 8.242306], [-3.747147, -0.611391, 6.349906], [-2.561747, -0.233291, 4.219206], [-1.584647, -3.137491, 4.059806], [-3.376347, -4.698291, 3.511606], [-4.127447, -4.958091, 1.169306], [-2.882547, -3.809791, -0.641994], [-1.073647, -2.231191, -0.078094], [6.211453, -0.197791, 0.878106], [4.990653, 0.734309, 1.769706], [5.736053, 1.408909, 0.307806], [6.606053, 0.185309, -2.080494], [8.735353, -0.812891, -2.794794], [9.150953, -3.224991, -2.453494], [7.425353, -4.625491, -1.377694], [5.288453, -3.628391, -0.677694], [4.521753, -2.265191, -3.634094], [3.628653, -3.791891, -5.338494], [1.406953, -4.819191, -5.048494], [0.061853, -4.294791, -3.046494], [0.950753, -2.769491, -1.324494], [-2.238147, -0.175891, -0.928494], [-3.375147, -0.312691, -0.814694], [-4.764847, -0.465691, -0.701194], [-5.405047, -0.285891, 0.528306], [-6.778547, -0.406891, 0.609206], [-7.514947, -0.738491, -0.518594], [-6.877647, -0.940691, -1.734094], [-5.509847, -0.790291, -1.839494], [-4.826247, -0.049091, 1.407406], [-7.270947, -0.235291, 1.553506], [-8.585947, -0.842191, -0.446594], [-7.446647, -1.205591, -2.611194], [-5.005647, -0.922091, -2.784994]],
  "atomic_forces_ev_per_a": [[0.48, 0.40, -0.13], [0.32, 0.40, 0.37], [-0.18, -0.39, -0.25], [0.28, -0.14, 0.09], [0.19, 0.18, 0.13], [0.17, 0.54, 0.37], [-0.28, -0.47, -0.40], [-0.08, 0.31, 0.02], [0.03, -0.04, -0.08], [-0.02, 0.11, 0.06], [-0.06, 0.03, -0.02], [-0.04, 0.06, -0.03], [0.10, 0.01, 0.10], [-0.27, 0.00, -0.25], [0.13, -0.09, -0.05], [-0.09, 0.06, 0.04], [-0.06, -0.09, -0.04], [0.02, -0.11, -0.01], [0.13, 0.34, -0.12], [-0.31, -0.28, -0.28], [0.23, 0.11, -0.09], [-0.03, 0.09, 0.09], [0.42, 0.47, 0.59], [-0.20, -0.41, -0.36], [-0.14, -0.20, -0.48], [0.26, 0.34, 0.39], [-0.14, 0.13, 0.20], [-0.06, 0.03, -0.10], [0.02, 0.00, 0.10], [-0.04, -0.07, 0.04], [-0.07, 0.02, 0.04], [0.10, 0.03, 0.06], [-0.31, -0.34, -0.08], [0.04, 0.09, -0.02], [-0.05, -0.09, -0.03], [-0.03, -0.03, 0.00], [-0.10, -0.05, 0.00], [0.30, 0.11, 0.04], [-0.09, 0.23, 0.17], [0.11, 0.00, -0.01], [0.57, 0.37, 0.25], [-0.41, -0.28, -0.31], [-0.44, -0.17, -0.19], [0.46, 0.31, 0.33], [0.24, -0.12, -0.03], [-0.06, -0.04, 0.02], [0.12, 0.06, 0.00], [0.00, -0.02, -0.03], [0.06, -0.08, -0.02], [-0.01, 0.08, 0.06], [-0.11, -0.23, -0.27], [-0.06, 0.03, 0.13], [0.03, -0.07, -0.05], [-0.01, -0.05, -0.02], [-0.10, -0.02, -0.04], [0.16, -0.09, 0.15], [-0.06, 0.07, 0.02], [0.02, 0.05, 0.00], [-0.01, -0.02, 0.02], [0.00, -0.01, 0.13], [-0.01, 0.03, 0.01], [-0.01, 0.07, -0.02], [-0.01, 0.01, -0.03], [0.05, -0.07, -0.09], [-0.01, 0.06, 0.07], [-0.06, 0.10, -0.05], [-0.06, -0.02, -0.06], [0.02, -0.07, -0.09], [-0.01, 0.00, 0.07], [-0.01, -0.03, -0.06], [-0.01, -0.06, 0.09], [-0.03, 0.02, 0.00], [0.11, -0.03, -0.07], [0.03, -0.02, 0.03], [-0.01, 0.01, 0.08], [-0.06, 0.00, 0.03], [-0.08, 0.04, -0.10], [-0.02, -0.02, 0.14], [-0.07, -0.03, 0.03], [-0.02, -0.15, -0.06], [-0.01, 0.00, -0.04], [-0.42, -0.44, 0.33], [-0.06, 0.01, 0.00], [0.08, -0.02, -0.10], [0.00, -0.03, 0.02], [-0.04, 0.11, -0.03], [0.04, 0.03, -0.02], [0.06, -0.01, -0.01], [0.02, -0.08, -0.01], [-0.11, -0.08, 0.04], [0.06, 0.09, -0.04], [0.06, -0.03, -0.08], [-0.05, -0.04, -0.09], [-0.09, -0.02, 0.00], [0.09, -0.13, -0.12], [-0.78, -0.32, 0.09], [1.45, 0.23, -0.13], [-1.33, -0.14, 0.07], [0.18, 0.02, -0.13], [-0.01, -0.01, -0.04], [0.08, 0.00, 0.04], [-0.07, 0.02, -0.08], [0.19, 0.01, 0.20], [0.10, 0.04, 0.06], [-0.07, -0.04, 0.08], [-0.12, -0.01, -0.01], [-0.10, -0.02, -0.07], [0.03, 0.00, -0.07]],
  "mulliken_charge": [0.278, -1.120, 0.301, -0.750, 0.595, -0.520, 0.953, -0.071, -0.193, -0.822, -0.415, -0.780, -0.089, 0.161, -0.334, -0.839, -0.493, -0.728, -0.461, -0.496, -0.609, 0.477, 0.091, 0.355, 0.522, -0.894, -0.839, 0.106, -0.819, -0.354, -0.789, 0.220, 0.624, -0.739, -0.741, -0.713, -1.045, 0.575, -0.877, 0.210, -0.267, 0.453, 0.520, -0.979, -0.488, 0.060, -0.852, -0.345, -0.781, 0.045, 0.525, -0.407, -0.751, -0.496, -0.773, -0.591, 0.432, 0.312, 0.422, 0.423, 0.408, 0.412, 0.425, 0.498, 0.536, 0.444, 0.478, 0.453, 0.584, 0.340, 0.344, 0.288, 0.460, 0.409, 0.427, 0.410, 0.479, 0.593, 0.462, 0.416, 0.513, 0.270, 0.352, 0.419, 0.302, 0.447, 0.405, 0.416, 0.416, 0.464, 0.529, 0.427, 0.413, 0.487, 0.708, 0.019, 0.103, 0.139, -0.347, -0.704, -0.346, -0.805, -0.330, 0.623, 0.425, 0.426, 0.417, 0.543],
  "homo_energy_ha": -0.3645,
  "total_charge": 1,
  "energy_ev": -81465.280,
  "spin_multiplicity": 1
}